[1]
The following is a DFT calculation (wB97M-V/def2-TZVPD) of a molecular structure, C30H34IrN3O3S.

The expectation value of S² is 0.7695. Its spin multiplicity is 2. The strongest force on any atom is 1.0 eV/Å. The calculation puts the gap between HOMO and LUMO (spin up / spin down) at 7.60 / 4.61 eV. The value obtained for the electronic energy is -2055.198836 Eh. As for the energy above the lowest of the compared OMol25 structures with the same formula, charge and spin: 0.0 kcal per mole. As for the charge: +3.

CARTESIAN COORDINATES (ANGSTROEM)
Ir -0.39732 -0.48944 0.63098
C -3.24213 3.35531 2.33608
C -3.34884 2.79354 0.91345
C -4.11642 3.76581 0.01972
C -1.97984 2.43614 0.34357
C -1.60991 2.71972 -0.95319
C -0.28905 2.55781 -1.41596
C 0.70952 2.09600 -0.60259
C 2.15524 2.14809 -0.99136
C 0.34553 1.67329 0.72043
C -0.97743 1.88664 1.17640
H -4.22716 3.66474 2.68260
H -2.59223 4.23166 2.36493
H -2.86657 2.62770 3.05840
H -3.93975 1.87270 0.97072
H -3.53327 4.66821 -0.17275
H -5.03806 4.06992 0.51300
H -4.39493 3.32520 -0.93828
H -2.33102 3.16019 -1.62797
H -0.04493 2.90628 -2.41277
H 2.66713 1.20572 -0.79373
H 2.66186 2.91744 -0.40393
H 2.27503 2.41017 -2.04148
H 1.13809 1.55876 1.45303
H -1.16580 1.78630 2.23606
N -1.03896 -0.78421 4.66946
C 0.33670 -0.63813 4.82862
C 1.13815 -0.60951 5.96571
C 2.48801 -0.43166 5.75257
C 3.02757 -0.29221 4.45931
C 2.23290 -0.32216 3.33473
C 0.86486 -0.49407 3.54279
N -0.19701 -0.55634 2.64896
C -1.30912 -0.72639 3.36057
C -2.55700 -0.77999 2.60983
C -3.86571 -0.95129 2.92808
S -4.82429 -0.89698 1.51393
C -3.45058 -0.63687 0.56091
N -2.33913 -0.60578 1.25113
H -1.70840 -0.91250 5.41378
H 0.73120 -0.71808 6.96159
H 3.15492 -0.40022 6.60286
H 4.09519 -0.15852 4.35328
H 2.64869 -0.23015 2.33967
H -4.31395 -1.10825 3.89672
H -3.48463 -0.50510 -0.51091
C 3.36203 -2.95106 -6.42379
C 2.68905 -2.46736 -5.17905
C 3.09858 -2.87934 -3.91041
C 2.47986 -2.43435 -2.67729
C 3.09524 -2.96174 -1.43135
C 1.40164 -1.56545 -2.75276
C 0.96286 -1.12368 -4.02508
C -0.13159 -0.13917 -4.20363
C 1.62367 -1.59249 -5.20879
C 0.73786 -1.07084 -1.51727
O 1.39502 -0.86493 -0.45014
O -0.51326 -0.82752 -1.45460
H 4.26158 -3.51884 -6.19940
H 3.63007 -2.11037 -7.06408
H 2.68549 -3.59100 -6.99306
H 3.92604 -3.57436 -3.82151
H 3.50781 -3.95527 -1.60316
H 2.42254 -2.97298 -0.58025
H 3.93883 -2.31294 -1.16399
H 0.14276 0.79924 -3.70918
H -1.04722 -0.47690 -3.71659
H -0.32433 0.06131 -5.25321
H 1.25417 -1.22757 -6.15989
O -0.47465 -2.63450 0.66311
H -0.85240 -3.09786 1.42446
H -0.75882 -3.09954 -0.13803

[2]
The following is a DFT calculation (wB97M-V/def2-TZVPD) of a molecular structure, C30H34N10O4SeTi.

The expectation value of S² is 0.7576. Its spin multiplicity is 2. The strongest force on any atom is 2.2 eV/Å. The calculation puts the gap between HOMO and LUMO (spin up / spin down) at 4.75 / 4.76 eV. The value obtained for the electronic energy is -5262.993440 Eh. As for the energy above the lowest of the compared OMol25 structures with the same formula, charge and spin: 43.6 kcal per mole. As for the charge: -1.

CARTESIAN COORDINATES (ANGSTROEM)
Ti 0.14843 -0.48681 -0.08776
O -4.97419 -3.85844 2.78768
C -4.97903 -3.53346 1.38948
C -3.73781 -2.78104 1.02701
C -3.47214 -1.50583 1.65620
C -2.22196 -1.00725 1.50649
N -1.26564 -1.55181 0.70414
C -1.70587 -2.48721 -0.38092
C -2.86191 -3.29565 0.15518
C 0.61603 -2.78963 -1.72452
C 1.42650 -3.59214 -2.53166
C 2.47466 -3.06544 -3.25207
C 3.37128 -3.92559 -4.10864
O 2.96083 -5.26867 -4.23088
C 2.71542 -1.69240 -3.15863
C 1.94076 -0.94951 -2.30612
N 0.90100 -1.48349 -1.63663
H -5.82070 -4.26350 2.99354
H -5.85867 -2.91124 1.17351
H -5.04391 -4.44449 0.78458
H -4.17641 -1.05466 2.34004
H -1.89075 -0.14505 2.08558
H -3.00158 -4.27820 -0.28343
H 1.17103 -4.64255 -2.56169
H 4.37194 -3.96457 -3.67111
H 3.47624 -3.45537 -5.09690
H 2.05010 -5.29139 -4.54675
H 3.52254 -1.21625 -3.70234
H 2.14618 0.09641 -2.10823
O -0.71961 0.89760 -1.22118
N -0.69363 2.19568 -1.04095
C 0.30953 2.91881 -1.55740
C 0.31970 4.28913 -1.39837
C -0.69119 4.89767 -0.67487
C -1.69025 4.11676 -0.11074
C -1.66455 2.75260 -0.29981
H 1.05662 2.34505 -2.07904
H 1.13429 4.85433 -1.82541
H -0.69350 5.97026 -0.53730
H -2.48341 4.54375 0.48421
H -2.37182 2.04467 0.10710
C 4.12102 -1.44327 0.51817
N 3.51289 -1.59509 1.82694
C 2.17282 -1.81025 1.88955
N 1.58583 -1.71568 3.12884
O 1.51142 -2.15628 0.90789
H 5.20113 -1.55812 0.61123
H 3.87857 -0.46664 0.08819
H 3.73736 -2.21942 -0.14047
H 3.88181 -1.00483 2.55368
H 1.96780 -0.99369 3.72063
H 0.58386 -1.62897 3.02605
C -3.03328 -1.40222 -3.69172
C -2.44520 -2.26035 -2.59976
N -2.15801 -1.66198 -1.48512
C -0.59024 -3.47483 -1.00527
C -1.26053 -4.33716 -1.99794
N -2.17761 -3.57084 -2.85395
C -2.90904 -4.36232 -3.78272
N -2.72833 -3.90437 -5.16169
N -3.75004 -3.62493 -5.97816
N -3.30064 -3.19809 -7.11166
C -1.91952 -3.17907 -7.03203
C -0.94254 -2.78564 -7.96035
C 0.36876 -2.86603 -7.55919
C 0.72222 -3.31888 -6.25797
C -0.21844 -3.70416 -5.33831
C -1.55252 -3.62829 -5.77244
H -3.02957 -0.38147 -3.31930
H -4.06483 -1.68198 -3.92527
H -2.46194 -1.44554 -4.62159
H -0.17667 -4.08866 -0.19943
H -1.58212 -5.34445 -1.76106
H -3.98927 -4.40915 -3.62160
H -2.48637 -5.36609 -3.72170
H -1.22071 -2.42334 -8.94064
H 1.15833 -2.56726 -8.23634
H 1.77414 -3.34667 -5.99394
H 0.00213 -4.01950 -4.32414
Se 1.43902 1.18218 1.08341

[3]
The following is a DFT calculation (wB97M-V/def2-TZVPD) of a molecular structure, C30H34N7O3PS2Ta.

The strongest force on any atom is 0.4 eV/Å. The calculation puts the gap between HOMO and LUMO at 5.73 eV. The value obtained for the electronic energy is -2966.671778 Eh. As for the energy above the lowest of the compared OMol25 structures with the same formula, charge and spin: 5.5 kcal per mole. As for the charge: +3.

CARTESIAN COORDINATES (ANGSTROEM)
Ta -0.53437 -0.32343 -0.00259
O -4.65182 -0.91312 0.26521
C -3.52064 -0.86273 -0.12637
N -2.39284 -0.79849 0.69990
C -2.67686 -0.99177 2.12174
C -1.39961 -1.41405 2.78827
C -1.36468 -1.94983 4.06010
C -0.14115 -2.31738 4.60064
C 1.01276 -2.13853 3.84585
C 0.91253 -1.59100 2.58613
N -0.27695 -1.23092 2.06230
C -3.13428 -0.93308 -1.56691
C -4.04693 -1.20559 -2.55795
C -3.58193 -1.33875 -3.86186
C -2.22531 -1.18416 -4.11175
C -1.37647 -0.87912 -3.06584
N -1.81952 -0.75589 -1.80288
H -3.45592 -1.74789 2.24705
H -3.07713 -0.08351 2.58330
H -2.28506 -2.08251 4.61357
H -0.08920 -2.74312 5.59413
H 1.98488 -2.41845 4.22600
H 1.78991 -1.42044 1.97809
H -5.08903 -1.32460 -2.29256
H -4.26733 -1.56621 -4.66788
H -1.82100 -1.29196 -5.10847
H -0.31894 -0.72474 -3.23518
O 3.82500 -1.11577 0.92270
C 4.25818 0.16272 0.67112
C 5.51757 0.49816 1.13894
C 6.03249 1.75912 0.89382
C 5.30606 2.69922 0.16583
C 4.04617 2.37669 -0.28551
C 3.49062 1.11462 -0.01787
C 2.10453 0.87557 -0.39519
O 1.36565 0.05607 0.37481
N 1.53304 1.46389 -1.38712
N 0.14575 1.21073 -1.40236
C -0.46349 2.09533 -2.19080
S 0.46008 3.25226 -3.04182
C -0.95487 3.95695 -3.94084
C -2.18183 3.86004 -3.06089
S -2.18318 2.19013 -2.33175
H 3.31724 -1.44983 0.17720
H 6.09246 -0.25142 1.66530
H 7.02060 2.00739 1.25734
H 5.72405 3.67517 -0.03503
H 3.45633 3.10032 -0.83291
H -1.07380 3.40999 -4.87535
H -0.70980 4.99425 -4.16658
H -3.10455 3.96293 -3.62994
H -2.17203 4.58877 -2.25172
C -0.40754 1.62084 3.32339
P -0.80374 1.88211 1.57557
C -2.43983 2.66362 1.53935
C 0.32896 3.21217 1.08965
H -0.42066 2.58594 3.83205
H 0.59041 1.19024 3.41270
H -1.12670 0.96449 3.80978
H -2.43697 3.51961 2.21651
H -3.23405 1.98213 1.84068
H -2.65146 3.01325 0.52935
H 0.20521 4.04591 1.78279
H 0.10208 3.56250 0.08327
H 1.36642 2.88200 1.12718
N -1.21827 -3.76091 0.50656
C -0.13838 -3.58325 -0.26958
C 0.57992 -4.70890 -0.74005
C 1.63647 -4.54004 -1.58036
C 2.00662 -3.23685 -1.98105
C 1.31134 -2.19476 -1.46303
N 0.26611 -2.33184 -0.58683
H -1.53022 -4.69500 0.71440
H -1.83522 -2.99842 0.72128
H 0.26124 -5.69484 -0.42966
H 2.18315 -5.39853 -1.94740
H 2.82154 -3.06669 -2.66913
H 1.57818 -1.17685 -1.73085